This record from the OMol25 dataset describes a molecular structure, C3H10NO2. The level of theory is ωB97M-V/def2-TZVPD.

As for the net charge: -1. Its total energy is -325.5160 a.u. Its max |F| is 0.0656 hartree/bohr. For the molar mass, the calculation gives 92.12 g/mol. The calculation puts the gap between HOMO and LUMO at 7.80 eV.

The geometry in XYZ format:
```
16
Properties=species:S:1:pos:R:3:forces:R:3
O -1.2493 -0.4718 1.8420 0.52 -0.03 -0.16
O -0.3939 -2.1782 0.2944 0.44 1.85 -0.76
N -0.0679 -0.1940 -1.1729 0.47 -0.07 -0.50
C 0.0850 -1.6184 -0.9356 1.41 -2.33 1.98
C 0.7778 0.6371 -0.2908 0.19 0.83 -0.42
C 0.1858 2.0162 0.0826 -2.54 -1.17 -0.95
H -0.8256 -0.8037 2.6440 -0.16 0.13 -0.11
H -0.7574 -1.2001 1.0320 -0.67 -0.56 0.51
H 0.7974 0.1448 0.6757 0.82 -0.29 0.11
H 0.8748 2.8006 0.3377 0.49 -0.10 0.86
H -0.3622 -2.3105 -1.6441 -0.37 0.77 -1.18
H -1.0462 0.0635 -1.1966 0.10 0.15 0.44
H 1.2113 -1.9005 -0.9973 -1.13 0.92 -0.10
H -0.6208 1.7049 0.8014 0.95 0.99 0.11
H 1.7964 0.8163 -0.7477 -0.86 -0.66 0.41
H -0.4051 2.4939 -0.7247 0.33 -0.43 -0.24
```
Forces are in eV/Å.

Mulliken atomic charge list, values in e, 8 entries:
1 O -0.827
2 O -0.759
3 N -0.444
4 C -0.362
5 C -0.085
6 C -1.254
7 H 0.219
8 H 0.341